{"formula": "C6H10N2O3", "method": "ωB97M-V/def2-TZVPD", "elements": ["O", "O", "O", "N", "N", "C", "C", "C", "C", "C", "C", "H", "H", "H", "H", "H", "H", "H", "H", "H", "H"], "xyz": [[1.97, -0.04, 0.99], [0.66, -1.26, -2.92], [0.77, -2.11, -0.92], [0.63, -1.22, -1.74], [-0.26, 0.05, 0.42], [1.15, -2.44, 2.61], [-0.18, 0.51, -0.91], [0.84, -0.35, 1.20], [0.90, 1.48, -1.28], [0.44, -1.38, 2.28], [-1.55, 0.65, -1.56], [0.96, -3.20, 3.34], [-1.50, 1.34, -2.36], [0.96, 1.83, -2.37], [-2.18, 0.91, -0.74], [0.78, 2.43, -0.69], [-2.11, -0.28, -1.83], [1.80, 0.93, -0.86], [-0.53, -1.24, 2.80], [-1.16, -0.21, 0.87], [2.18, -2.78, 2.13]], "nbo_charge": [-0.559, -0.387, -0.418, 0.472, -0.658, -0.304, 0.361, 0.691, -0.709, -0.328, -0.670, 0.206, 0.237, 0.246, 0.222, 0.231, 0.250, 0.287, 0.204, 0.412, 0.215], "e_above_lowest_kcal_mol": 135.4, "orbital_gap_ev": [9.0, 9.0], "total_charge": 0, "e_homo_ev": [-8.69, -8.69], "fmax_ev_per_a": 3.9}

***

{"formula": "C6H6N2O2", "method": "ωB97M-V/def2-TZVPD", "elements": ["O", "O", "N", "N", "C", "C", "C", "C", "C", "C", "H", "H", "H", "H", "H", "H"], "xyz": [[2.78, -1.33, 0.07], [3.04, 0.92, -0.05], [-2.55, -1.14, -0.03], [-0.74, 1.95, 0.02], [0.89, 0.23, -0.09], [-0.08, -0.77, -0.01], [0.55, 1.54, -0.13], [2.30, -0.02, -0.04], [-1.66, 1.07, 0.19], [-1.43, -0.38, -0.03], [3.73, -1.21, 0.35], [-2.32, -2.14, -0.09], [-3.34, -0.66, -0.41], [1.29, 2.29, 0.01], [0.22, -1.82, -0.05], [-2.68, 1.46, 0.29]], "nbo_charge": [-0.702, -0.577, -0.801, -0.395, -0.214, -0.239, 0.031, 0.778, 0.029, 0.153, 0.500, 0.399, 0.403, 0.225, 0.229, 0.181], "e_above_lowest_kcal_mol": 10.5, "orbital_gap_ev": 8.8, "total_charge": 0, "e_homo_ev": -8.47, "fmax_ev_per_a": 3.4}

***

{"formula": "C21H40Cl30FN2O7S2", "method": "ωB97M-V/def2-TZVPD", "elements": ["Cl", "Cl", "Cl", "Cl", "Cl", "Cl", "Cl", "Cl", "Cl", "Cl", "Cl", "Cl", "Cl", "Cl", "Cl", "Cl", "Cl", "Cl", "Cl", "Cl", "Cl", "Cl", "Cl", "Cl", "Cl", "Cl", "Cl", "Cl", "Cl", "Cl", "S", "S", "F", "O", "O", "O", "O", "O", "O", "O", "N", "N", "C", "C", "C", "C", "C", "C", "C", "C", "C", "C", "C", "C", "C", "C", "C", "C", "C", "C", "C", "C", "C", "H", "H", "H", "H", "H", "H", "H", "H", "H", "H", "H", "H", "H", "H", "H", "H", "H", "H", "H", "H", "H", "H", "H", "H", "H", "H", "H", "H", "H", "H", "H", "H", "H", "H", "H", "H", "H", "H", "H", "H"], "xyz": [[3.01, -1.86, -2.56], [5.87, 5.62, -3.86], [2.64, -0.78, 3.39], [2.30, 5.90, -4.93], [0.82, 5.86, -2.25], [0.63, 3.29, 7.95], [1.25, -4.72, 7.10], [-3.74, 2.93, -6.35], [2.25, 8.75, -4.30], [4.95, -2.91, -4.46], [-3.05, 5.76, -6.42], [2.60, 2.07, 4.02], [-3.25, -6.45, 1.29], [0.52, 1.69, 12.43], [-1.52, -3.83, 4.18], [1.94, -1.89, 7.03], [1.36, 0.59, 8.76], [-5.67, -13.91, 2.65], [4.30, 3.20, -4.27], [2.34, 6.17, -8.58], [0.09, -5.83, 2.80], [-2.93, -9.28, 0.63], [-4.94, -2.61, 5.79], [-2.23, -1.95, 6.64], [-6.79, -6.15, 6.43], [-4.98, -11.07, 2.59], [1.21, 4.52, 12.36], [-5.54, -7.45, 4.14], [3.03, 9.01, -8.65], [-1.57, 6.75, -0.83], [-0.36, 0.12, -0.81], [2.01, 1.73, -1.23], [-0.16, -2.13, -4.57], [1.02, 2.85, -0.77], [-1.72, -2.20, -0.05], [-2.29, -2.19, -3.26], [-1.05, 0.66, 0.49], [3.46, 2.03, -0.70], [-0.89, 0.87, -2.06], [-0.20, 2.13, -6.61], [-0.18, -2.59, -2.02], [1.40, 0.17, -0.65], [-6.50, -6.07, 4.69], [1.42, 2.95, 11.58], [-0.46, 2.10, -5.17], [-0.95, -2.28, -3.32], [-3.78, -2.65, 7.13], [2.10, 1.62, -3.11], [-3.06, -8.09, 1.94], [-2.84, 4.19, -7.20], [5.26, 4.14, -3.12], [3.25, 7.44, -9.43], [2.16, 0.83, 2.84], [0.77, 1.61, 7.44], [-4.76, -12.64, 1.80], [-0.82, -1.72, -0.94], [-1.09, -4.53, 2.61], [2.15, -3.46, 6.25], [1.82, 3.03, -3.90], [-0.01, 5.94, -0.69], [0.25, 3.29, -4.30], [3.23, -2.71, -4.09], [1.81, 7.51, -5.48], [2.88, 7.50, -10.46], [-1.64, 2.26, -5.04], [-2.15, -8.13, 2.54], [-5.13, -12.58, 0.77], [-5.97, -5.15, 4.46], [0.25, 4.26, -5.01], [-0.17, 4.92, -0.32], [-3.62, -3.68, 7.44], [-0.67, -3.75, 1.98], [2.66, 1.05, 1.89], [2.11, 3.89, -3.14], [-0.25, 1.01, -4.79], [4.63, 4.40, -2.26], [1.79, -3.39, 5.22], [1.46, 0.71, -3.47], [-0.80, 1.39, -6.99], [-0.21, 1.25, 7.12], [2.49, 2.69, 11.58], [-2.00, -4.93, 2.15], [2.32, 7.72, -6.43], [-7.47, -6.08, 4.17], [3.21, -3.71, 6.25], [6.10, 3.53, -2.78], [3.23, 1.33, -3.36], [-3.20, 4.26, -8.23], [1.47, 1.55, 6.60], [2.76, -3.69, -4.02], [0.73, 7.52, -5.63], [1.06, 3.01, 10.55], [-3.70, -12.90, 1.81], [2.76, -2.13, -4.89], [1.08, 0.84, 2.69], [-3.93, -8.33, 2.55], [0.82, -2.29, -2.18], [0.61, 6.49, 0.02], [-4.18, -2.07, 7.96], [4.31, 7.18, -9.43], [2.58, 3.16, -4.81], [-0.34, 3.62, -3.34], [-1.78, 3.94, -7.20]], "mulliken_charge": [-0.072, -0.179, -0.153, 0.089, 0.029, -0.216, -0.170, -0.171, -0.184, -0.176, -0.175, -0.213, -0.203, -0.162, -0.066, -0.044, -0.181, -0.163, -0.101, -0.083, -0.190, -0.182, -0.146, -0.081, -0.157, -0.075, -0.179, -0.167, -0.174, -0.204, 1.152, 0.717, -0.229, -0.522, -0.454, -0.471, -0.632, -0.663, -0.506, -0.601, -0.101, -0.532, -0.140, 0.301, 0.292, 0.679, -0.320, -0.048, 0.577, -0.058, -0.239, -0.295, 0.231, 0.167, -0.339, 0.194, 0.496, -0.214, -0.571, -0.221, -0.342, -0.301, 0.288, 0.290, -0.006, 0.245, 0.294, 0.119, 0.050, 0.053, 0.236, 0.031, -0.059, -0.002, -0.129, 0.133, 0.091, -0.158, 0.350, 0.235, 0.275, -0.256, -0.416, 0.297, 0.330, 0.412, 0.415, 0.339, -0.002, 0.333, 0.290, -0.238, 0.287, 0.247, 0.187, -0.413, 0.089, 0.364, 0.320, 0.268, 0.585, 0.284, 0.085], "e_above_lowest_kcal_mol": 193.6, "orbital_gap_ev": 7.9, "total_charge": -1, "e_homo_ev": -6.98, "fmax_ev_per_a": 9.9}

***

{"formula": "C4H11NO", "method": "ωB97M-V/def2-TZVPD", "elements": ["O", "N", "C", "C", "C", "C", "H", "H", "H", "H", "H", "H", "H", "H", "H", "H", "H"], "xyz": [[2.20, 0.29, -1.59], [-0.19, -0.89, 1.57], [-0.82, -2.06, 0.90], [-0.08, 1.91, -1.01], [-0.28, 0.54, -0.41], [-0.32, 0.32, 0.97], [0.00, -2.74, 0.46], [1.39, 0.09, -1.93], [2.11, -0.01, -0.67], [0.93, 2.28, -1.02], [-0.79, 1.99, -1.85], [-1.35, -2.77, 1.50], [-0.47, -0.77, 2.55], [-0.21, 1.15, 1.71], [-0.39, -0.35, -1.03], [-0.30, 2.70, -0.19], [-1.43, -1.70, 0.04]], "lowdin_spin": [0.016, 0.060, 0.255, 0.038, 0.031, 0.242, 0.022, 0.003, 0.008, 0.003, 0.002, 0.078, 0.131, 0.075, 0.004, 0.016, 0.016], "e_above_lowest_kcal_mol": 40.1, "orbital_gap_ev": [2.8, 7.9], "total_charge": -1, "e_homo_ev": [1.16, -4.04], "multiplicity": 2, "fmax_ev_per_a": 4.0}

***

{"formula": "C19H45IN2O2", "method": "ωB97M-V/def2-TZVPD", "elements": ["I", "O", "O", "N", "N", "C", "C", "C", "C", "C", "C", "C", "C", "C", "C", "C", "C", "C", "C", "C", "C", "C", "C", "C", "H", "H", "H", "H", "H", "H", "H", "H", "H", "H", "H", "H", "H", "H", "H", "H", "H", "H", "H", "H", "H", "H", "H", "H", "H", "H", "H", "H", "H", "H", "H", "H", "H", "H", "H", "H", "H", "H", "H", "H", "H", "H", "H", "H", "H"], "xyz": [[-0.95, 1.06, -0.95], [4.18, 0.00, -0.51], [3.23, -2.87, -1.57], [-2.51, -3.90, 2.90], [-0.47, 5.72, -2.66], [0.15, 6.26, -1.46], [-0.33, -3.78, 4.07], [-4.87, -3.37, 3.74], [1.05, -1.86, -1.15], [5.34, -0.80, -0.45], [0.04, 4.41, -3.03], [-1.14, -0.94, -0.23], [-0.66, 6.66, -3.75], [0.57, 7.40, -4.29], [-2.49, -5.35, 2.84], [1.51, 4.29, -3.46], [-0.58, 7.46, -0.90], [3.19, -0.49, -1.39], [2.56, -1.80, -0.91], [-3.79, -3.27, 2.66], [3.18, -4.08, -0.87], [-1.77, -3.31, 4.00], [-3.00, -6.12, 4.07], [0.23, -1.52, 0.10], [1.18, 6.76, -4.93], [-1.63, 7.23, -0.72], [1.79, 3.24, -3.48], [6.20, -0.13, -0.35], [-0.25, -4.84, 4.30], [-1.15, 6.12, -4.56], [2.43, 0.28, -1.43], [-0.12, 3.75, -2.17], [5.32, -1.47, 0.41], [0.77, -0.81, 0.72], [1.68, 4.70, -4.45], [-4.19, -3.68, 1.73], [-1.47, -5.67, 2.64], [0.14, 5.46, -0.71], [-2.24, -3.49, 4.98], [2.18, 4.80, -2.76], [0.19, -3.59, 3.13], [0.20, -3.23, 4.86], [0.06, -2.44, 0.67], [1.21, 6.52, -1.61], [5.46, -1.39, -1.36], [0.26, 8.26, -4.89], [-0.13, 7.75, 0.05], [-4.48, -3.12, 4.73], [-4.09, -6.12, 4.14], [-2.68, -7.16, 4.01], [0.77, -1.19, -1.96], [-1.78, -2.23, 3.85], [3.61, -0.65, -2.38], [3.45, -4.88, -1.56], [2.18, -4.29, -0.48], [-0.53, 8.33, -1.56], [-1.39, 7.41, -3.42], [1.21, 7.77, -3.49], [-5.31, -4.37, 3.80], [-1.68, -1.52, -0.97], [-1.76, -0.86, 0.67], [-5.68, -2.67, 3.52], [-0.60, 4.03, -3.83], [0.82, -2.88, -1.48], [-3.07, -5.65, 1.96], [2.77, -1.87, 0.16], [-3.61, -2.21, 2.46], [3.89, -4.07, -0.03], [-2.60, -5.71, 5.00]], "nbo_charge": [0.046, -0.538, -0.545, -0.455, -0.452, -0.213, -0.616, -0.636, -0.435, -0.257, -0.201, -0.485, -0.215, -0.638, -0.216, -0.637, -0.616, -0.077, 0.069, -0.204, -0.248, -0.214, -0.639, -0.437, 0.203, 0.211, 0.213, 0.186, 0.203, 0.195, 0.196, 0.182, 0.165, 0.211, 0.200, 0.191, 0.191, 0.196, 0.160, 0.205, 0.206, 0.215, 0.220, 0.157, 0.179, 0.211, 0.212, 0.205, 0.204, 0.213, 0.211, 0.194, 0.182, 0.195, 0.162, 0.201, 0.191, 0.203, 0.201, 0.219, 0.224, 0.213, 0.192, 0.214, 0.196, 0.172, 0.186, 0.167, 0.204], "e_above_lowest_kcal_mol": 4.2, "orbital_gap_ev": 8.6, "total_charge": 0, "e_homo_ev": -8.00, "fmax_ev_per_a": 0.3}

***

{"formula": "C15H27F6N3NaO2Ta", "method": "ωB97M-V/def2-TZVPD", "elements": ["Ta", "Na", "F", "F", "F", "F", "F", "F", "O", "O", "N", "N", "N", "C", "C", "C", "C", "C", "C", "C", "C", "C", "C", "C", "C", "C", "C", "C", "H", "H", "H", "H", "H", "H", "H", "H", "H", "H", "H", "H", "H", "H", "H", "H", "H", "H", "H", "H", "H", "H", "H", "H", "H", "H", "H"], "xyz": [[-0.48, -0.28, 0.25], [-3.33, -0.06, 2.25], [-1.16, 1.96, 2.50], [1.43, -1.79, 3.95], [-0.70, -1.63, 4.36], [0.74, -0.56, 5.63], [-0.76, 1.97, 4.68], [-2.04, 0.42, 3.76], [0.20, -0.25, 1.98], [-4.17, -1.86, 1.36], [-2.27, -1.06, 0.28], [-0.34, 1.65, -0.41], [0.84, -1.20, -0.96], [-3.10, -1.96, 0.65], [0.17, -3.50, -0.71], [0.65, 2.53, 0.28], [-2.08, 1.53, -2.14], [-0.60, -2.11, -2.63], [-0.75, 2.16, -1.77], [0.57, -2.42, -1.72], [1.72, 1.01, 3.48], [2.31, -1.01, -0.55], [-0.94, 3.66, -1.79], [1.75, -2.92, -2.54], [0.33, 1.73, -2.72], [0.34, 0.31, 3.34], [-0.88, 1.15, 3.61], [0.46, -0.91, 4.34], [1.84, 1.73, 2.63], [0.52, 2.50, 1.37], [2.93, -0.61, -1.40], [1.25, 2.26, -2.55], [-0.02, 4.21, -1.75], [2.80, -1.98, -0.19], [-2.14, 0.42, -2.10], [1.76, 1.50, 4.47], [-0.36, -1.26, -3.28], [-0.78, -3.01, -3.25], [-2.31, 1.84, -3.17], [2.41, -0.27, 0.29], [1.00, -3.71, -0.04], [-0.09, -4.40, -1.28], [1.74, 2.35, 0.08], [2.44, 0.13, 3.38], [-0.70, -3.20, -0.12], [2.12, -2.16, -3.21], [1.41, -3.75, -3.16], [-1.51, -1.90, -2.05], [-1.57, 3.95, -0.97], [0.61, 0.68, -2.66], [-2.87, 1.91, -1.47], [-1.46, 3.97, -2.69], [0.47, 3.62, 0.05], [2.54, -3.30, -1.92], [0.06, 1.91, -3.76]], "nbo_charge": [2.461, 0.974, -0.324, -0.294, -0.319, -0.288, -0.259, -0.354, -0.783, -0.505, -0.934, -0.754, -0.754, 0.904, -0.603, -0.461, -0.614, -0.613, 0.122, 0.107, -0.640, -0.444, -0.627, -0.627, -0.639, 0.109, 0.961, 0.971, 0.245, 0.207, 0.243, 0.224, 0.226, 0.238, 0.196, 0.282, 0.234, 0.252, 0.258, 0.210, 0.229, 0.247, 0.214, 0.271, 0.166, 0.230, 0.247, 0.185, 0.219, 0.213, 0.218, 0.251, 0.254, 0.225, 0.242], "e_above_lowest_kcal_mol": 72.2, "orbital_gap_ev": 5.2, "total_charge": 2, "e_homo_ev": -15.03, "fmax_ev_per_a": 9.8}